96
Properties=species:S:1:pos:R:3:forces:R:3 method="wB97M-V/def2-TZVPD" max_force_ev_per_a=3.10 energy_ev=-91278.130 homo_energy_ev="-4.72 / -6.92" orbital_gap_ev="5.31 / 7.50" total_charge=0 relative_energy_kcal_mol=64.1 spin_multiplicity=2
Sb -1.5747 5.3410 3.4928 0.20 -1.08 0.85
Ti 0.0107 -1.1997 -0.2359 0.66 -1.64 -0.43
F 0.9202 -2.1832 1.3056 -0.31 -1.04 0.85
F 1.9563 -0.3671 2.2458 -0.09 -0.16 -0.80
O -2.2595 0.1847 -5.7181 -0.22 -0.66 0.00
O -1.8324 2.2592 -0.9811 -0.65 1.76 0.82
O -1.5895 -2.1495 0.7598 0.07 0.61 -0.89
O -0.7713 0.4401 -0.0825 -0.78 2.74 -0.05
O 0.6592 -2.7687 -1.3437 -0.21 0.21 -1.07
O 0.9201 -3.7284 -3.4083 -1.06 1.85 1.39
N 3.9486 -3.7269 -0.3255 -0.62 -0.16 -1.02
N 1.4110 2.9526 -1.4693 -1.34 0.92 1.21
N -3.3743 -0.8188 0.6220 0.02 1.55 2.04
N -0.3290 -0.6505 -2.1496 0.24 -0.19 0.78
N 2.9429 1.3470 -1.1676 1.88 -0.35 1.51
N 2.0687 2.7617 0.6178 -0.40 0.59 -0.26
N -3.2451 -2.7920 -0.6090 -0.09 -0.13 -0.59
N 3.0866 -1.6040 0.4371 0.85 -1.50 0.28
N 3.1995 -3.5685 1.7554 0.71 -0.94 -0.19
C -4.7939 -1.1060 -1.3453 -0.59 -0.24 0.81
C 3.8388 -3.6212 -1.7801 0.08 0.93 0.33
C 3.6088 -5.0888 0.0674 0.01 0.28 -0.19
C -2.8820 -0.0746 1.8245 0.51 0.87 -0.94
C 0.4895 -2.8033 -2.6792 0.83 -0.88 -0.35
C 3.3582 -3.0172 3.0905 -0.19 -0.61 0.52
C -4.6436 -0.4676 0.1001 -1.64 0.90 -2.07
C 1.0009 3.7991 0.6588 1.65 -0.99 -0.19
C 2.2623 2.2781 -0.6328 -1.18 0.47 -1.15
C -2.0119 3.3476 2.6630 -1.70 1.37 0.61
C -0.2320 -1.5616 -3.1515 0.30 -1.57 -0.19
C -2.5518 -4.0659 -0.6905 -1.59 -2.39 0.93
C -1.6743 -0.3165 -4.5389 -0.22 2.70 -1.26
C -4.5800 -2.6157 -1.2397 1.42 -0.03 0.53
C 3.8960 0.6809 -0.2841 -0.15 -2.11 -0.60
C -3.1277 6.3460 2.4960 -0.04 1.44 0.42
C 3.7242 -4.9204 1.5539 0.37 -1.46 0.78
C 3.3881 -2.9048 0.5906 0.11 1.37 0.04
C -1.6704 0.6844 -3.5578 -0.12 1.14 1.62
C 1.4671 2.9509 -2.8644 -0.42 0.41 -1.85
C -1.0286 0.5090 -2.3477 -0.31 -0.71 -1.39
C 2.9511 2.6470 1.7358 0.12 -1.00 -0.50
C -0.9060 -1.4269 -4.3518 0.83 -2.41 -1.76
C 3.8062 -0.8520 -0.5934 -0.36 1.00 0.31
C -2.7183 -1.8683 0.2059 1.53 -2.18 1.39
C -1.2189 1.2474 -1.0910 0.53 -2.54 -0.25
C -2.6534 5.0412 5.3943 -0.66 0.50 0.70
C 0.7754 4.0832 -0.8105 -1.67 -0.14 -0.36
B 1.8051 -1.1047 1.0344 -0.25 1.29 0.40
H -3.6165 0.0853 2.5838 -1.12 -0.30 0.14
H -2.7278 6.8577 1.6301 0.09 0.06 -0.25
H -1.5499 2.5232 3.1536 0.55 -0.47 0.50
H -1.8042 3.3218 1.6088 -0.05 0.00 -0.47
H -2.7705 -4.8277 0.1991 0.03 1.76 -1.57
H 3.8756 -2.5795 -2.0639 -0.04 -0.19 -0.36
H 1.1723 5.0594 -1.1091 0.30 -0.07 -0.14
H 3.8809 0.7945 0.7911 -0.72 0.14 0.17
H 2.7345 -2.1616 3.1969 -0.78 0.37 0.29
H -3.5176 4.3531 5.4007 0.22 0.33 -0.56
H -4.0039 5.8317 2.2154 -0.81 -1.19 -0.44
H -4.5406 -3.1779 -2.1738 -0.07 0.47 -0.25
H 3.1605 -5.7083 2.0564 -0.30 0.37 0.29
H 1.4278 4.6430 1.2039 -0.50 0.13 0.07
H 4.3527 -2.6480 3.3935 0.16 -0.52 -0.64
H -3.1178 3.3054 2.8416 0.84 -0.26 -0.35
H 3.0628 -3.8475 3.7714 0.09 0.88 -0.24
H 4.2419 -5.7742 -0.5007 0.20 -0.13 0.70
H 2.1410 3.7227 -3.2441 0.02 0.42 -0.09
H -1.5008 -4.0204 -0.7127 1.23 0.68 -0.04
H 1.8407 2.0496 -3.3130 0.09 -0.72 0.34
H -5.2843 -3.1402 -0.6166 -0.72 0.05 0.34
H -4.0306 -0.7259 -1.9904 0.79 0.40 -0.30
H 2.7743 1.6728 2.2113 0.57 0.29 0.14
H 4.9150 0.9282 -0.5014 0.72 0.53 -0.68
H -5.7208 -0.8616 -1.8845 -0.01 -0.05 0.72
H 4.7000 -4.1330 -2.1796 0.21 -0.21 -0.31
H -2.1787 1.6460 -3.6895 -0.02 -0.53 -0.24
H -3.5221 7.1249 3.1628 0.38 0.02 0.01
H -2.4889 0.9177 1.5791 -0.38 -0.17 -0.51
H 4.7663 -5.0251 1.9434 -0.46 0.36 -0.45
H -2.0464 4.6615 6.2077 0.71 -0.28 -0.16
H 2.5623 -5.3067 -0.2443 0.40 0.18 0.27
H 4.0003 2.7872 1.3824 -0.63 0.07 0.85
H -0.8065 -2.2117 -5.2052 -0.07 1.32 1.86
H 3.2332 -0.8673 -1.5339 0.60 -0.31 0.07
H -5.5123 -0.7728 0.7245 0.63 0.02 -0.08
H -3.0065 5.9993 5.8559 0.15 -0.46 -0.85
H 0.1626 3.3390 1.1572 -0.43 0.30 0.16
H -2.0453 -0.5255 2.3151 0.29 -0.86 -0.13
H -1.9464 -0.1499 -6.5730 0.24 -0.37 0.77
H 2.9125 -4.0686 -2.1203 -0.21 -0.02 -0.20
H -2.8435 -4.5831 -1.6119 -0.17 0.20 0.16
H -4.6676 0.6501 0.0185 -0.12 -0.87 -0.02
H 2.5729 3.3900 2.3974 0.51 0.74 0.90
H 4.8059 -1.2941 -0.5955 -0.09 0.12 -0.62
H 0.4596 3.1185 -3.3047 0.49 0.02 0.35
H -0.3332 4.0992 -1.0355 1.12 -0.03 0.10


89
Properties=species:S:1:pos:R:3:forces:R:3 method="wB97M-V/def2-TZVPD" max_force_ev_per_a=4.02 energy_ev=-62171.954 homo_energy_ev="-8.36 / -9.05" orbital_gap_ev="8.58 / 8.66" total_charge=0 spin_multiplicity=3
S 1.5229 -0.1612 1.4858 3.84 1.19 0.08
O 8.3106 -2.3061 0.5973 -0.14 0.95 0.97
O -3.4257 1.4793 -2.9003 -1.19 -0.71 0.16
O -3.2318 -2.0158 2.6484 0.09 0.43 -0.04
O 2.6155 -0.3778 0.5692 -1.86 -0.33 0.10
O 1.8457 -0.4870 2.8599 -1.85 -0.43 -1.17
O 1.2984 1.4925 1.5181 -1.77 -2.88 0.10
O -1.2985 3.9267 1.9271 0.20 -1.74 0.51
O 0.0988 -0.6742 0.8591 1.76 1.44 0.86
N -4.5013 1.0243 -3.5310 3.02 1.83 -0.22
N -0.4601 2.8382 3.9533 1.04 -0.39 -1.19
N 7.6440 -1.9031 1.6713 0.41 -2.47 -2.48
C -6.7484 1.7856 -4.3066 -0.13 -0.24 -0.20
C 7.0406 -4.1801 2.5908 -0.34 -0.07 -0.42
C -2.8324 -0.8827 2.6606 0.30 0.94 -0.19
C 6.2264 -1.6629 1.2636 -1.63 1.44 0.28
C -0.9093 0.2364 1.4572 1.19 -1.06 0.89
C -0.1487 1.6095 1.5016 -2.00 1.77 -1.97
C -2.9596 -0.8999 -4.0615 0.23 0.50 0.52
C -4.7950 2.3337 3.7103 0.84 -1.91 -1.59
C -4.3602 1.9122 -6.3402 -0.03 -0.05 0.02
C -1.2979 -0.5094 2.7963 -1.52 0.09 0.34
C -4.6798 2.8903 -5.2140 0.43 -0.19 -0.21
C 7.5983 -2.2547 4.1271 -0.34 0.08 0.19
C 6.1281 -0.8419 -0.0358 0.60 -0.24 -0.32
C -3.9748 1.1339 3.7579 -0.87 0.79 -2.34
C 7.8818 -2.9024 2.7547 0.48 -0.09 2.08
C -5.3674 2.7089 2.4304 0.21 -0.40 0.03
C 9.3632 -3.3219 2.8496 0.12 0.14 -0.70
C -3.4862 0.7684 -5.8334 0.03 0.58 -0.01
C -4.3653 0.7619 1.2424 0.07 0.86 2.08
C -5.1874 1.9677 1.1998 1.42 -1.24 1.58
C -4.0430 0.0671 -4.5821 -0.46 -2.00 -0.83
C 5.4403 -2.9698 1.0797 0.19 -0.44 0.09
C 5.5727 -3.9154 2.2694 0.02 0.04 0.03
C 5.5085 -0.7774 2.3069 -0.08 0.04 0.36
C -3.7724 0.3712 2.5148 -0.40 0.86 0.71
C -5.2076 -0.8679 -4.9734 -0.33 0.08 -0.20
C -5.2957 2.2056 -3.9840 -2.05 0.70 -0.16
C -5.4607 3.2520 -2.8673 0.67 -0.11 0.36
B -0.6548 2.7985 2.4842 -0.94 0.96 0.76
H -3.8369 2.4409 -7.1414 -0.04 -0.04 0.02
H -0.3721 2.0298 0.4720 0.33 -0.44 0.87
H -5.7035 -1.2691 -4.0864 0.03 0.10 -0.01
H -5.6102 2.2794 0.2187 0.27 -0.10 1.11
H -2.7486 -1.6733 -4.8026 -0.24 0.14 -0.09
H 5.1686 -1.3227 3.1854 0.11 0.00 0.03
H 8.0808 -1.2777 4.2065 -0.05 -0.03 -0.09
H -0.6843 -1.4295 2.9868 -0.64 0.90 -0.50
H 4.3823 -2.7481 0.9117 0.12 0.26 0.00
H -5.9582 -0.3945 -5.6026 -0.03 0.06 0.10
H -4.1254 0.1238 0.3627 -0.49 0.74 0.60
H 10.0169 -2.4495 2.9263 -0.07 -0.02 -0.05
H -0.3216 1.9017 4.3405 0.21 0.29 -0.18
H 9.5304 -3.9392 3.7349 -0.27 0.11 0.03
H -6.8644 1.3263 -5.2860 0.06 -0.10 0.06
H 6.1496 0.0446 2.6357 0.07 -0.11 -0.01
H -5.9898 3.6300 2.3906 0.55 -0.79 0.03
H -4.9296 2.8967 4.6577 -0.10 -0.24 -1.07
H 6.5244 -1.3741 -0.9021 0.17 0.00 0.17
H 0.4552 3.2987 4.0824 -0.62 0.15 0.44
H -3.2831 -1.3998 -3.1449 -0.01 0.07 -0.03
H -3.7570 3.4082 -4.9292 -0.03 -0.11 0.15
H -1.9654 3.6530 1.2736 0.58 0.35 -0.13
H 4.6065 -0.3290 1.8851 0.21 -0.17 -0.15
H -4.5158 3.7141 -2.5771 0.03 -0.22 0.00
H 5.0759 -4.8616 2.0373 0.02 0.04 0.04
H -3.3499 0.0396 -6.6373 -0.05 -0.15 0.21
H 5.0574 -3.5107 3.1454 0.02 0.04 -0.03
H 5.0855 -0.6153 -0.2664 0.00 -0.10 0.32
H -1.7170 0.2609 0.6916 0.50 0.14 0.85
H -5.3569 3.6633 -5.5896 -0.11 -0.08 0.22
H -3.4896 0.8087 4.7014 -0.43 0.25 -0.79
H 6.5394 -2.1343 4.3451 0.01 0.09 -0.09
H -1.2209 0.1137 3.7216 0.05 -0.20 -0.90
H 7.4589 -4.7965 1.7867 0.11 0.18 -0.02
H -5.2791 1.5211 -6.7866 -0.01 0.01 0.05
H -2.0116 -0.3973 -3.8631 -0.16 0.08 0.11
H 6.6620 0.1073 0.0589 0.03 -0.08 0.02
H -5.9128 2.8053 -1.9781 0.02 -0.02 -0.07
H -7.4106 2.6542 -4.3183 0.21 0.06 0.08
H 9.6840 -3.9179 1.9938 -0.08 0.20 -0.06
H 7.9912 -2.8745 4.9367 0.07 -0.07 -0.19
H -4.8427 -1.7200 -5.5510 0.16 0.12 0.09
H 7.1039 -4.7856 3.4999 0.19 0.17 0.04
H -6.1084 4.0683 -3.1932 -0.05 -0.24 -0.20
H -7.1366 1.0973 -3.5521 0.08 -0.01 -0.04
H -2.4901 1.1715 -5.6179 -0.07 -0.06 0.18
H 5.7878 -3.4902 0.1797 0.15 0.13 0.03